Record 1
Computed, not measured: C5H5FS2 in the gas phase in a non-equilibrium geometry, with ωB97M-V/def2-TZVPD.

XYZ file:
```
13
Properties=species:S:1:pos:R:3:lowdin_charge:R:1
C -0.58 1.46 1.31 -0.1483
C -0.31 1.40 -0.13 -0.7838
C 0.11 0.11 -0.80 -0.0697
C 0.27 -1.07 -0.19 -0.3867
C 0.63 -2.32 -0.79 -0.5338
H -0.86 2.49 1.66 0.0859
H 0.36 1.14 1.80 0.0997
H -1.41 0.81 1.59 0.0948
H 0.35 0.28 -1.85 0.0845
H 0.76 -3.25 -0.20 0.0649
F 0.06 -1.25 1.12 0.0642
S -0.38 2.73 -1.10 0.7349
S 0.99 -2.53 -2.41 0.6935
```

## Properties
SMILES: CC(=S)/C=C(\F)C=S
relative energy (zero: lowest compared OMol25 entry of this formula, charge and spin): 25.9 kcal per mole
HOMO energy: -9.0 eV
M: 148.2 g mol⁻¹
calculated total energy: -29651.9841 eV
F_max: 3.5 eV/A
orbital gap: 0.2573 Eh

Record 2
Computed, not measured: C5H5IN2O in the gas phase in a non-equilibrium geometry, with ωB97M-V/def2-TZVPD.

XYZ file:
```
14
Properties=species:S:1:pos:R:3:lowdin_charge:R:1
C 1.24 -1.29 0.16 -0.0802
C -0.84 -1.57 -0.29 -0.2665
C 0.67 -0.04 0.12 -0.2601
C -1.72 0.89 -0.24 -0.8281
C 1.36 1.30 0.32 -0.0112
N 0.23 -2.27 -0.13 0.0684
N -0.70 -0.20 -0.27 -0.0150
O -1.49 2.00 -0.48 0.0660
I -3.70 0.13 -0.12 0.9209
H 2.30 -1.48 0.34 0.1102
H -1.87 -1.97 -0.54 0.0749
H 2.46 0.93 0.18 0.1255
H 0.85 1.88 -0.35 0.0247
H 1.20 1.67 1.30 0.0705
```

## Properties
SMILES: Cc1cncn1C(=O)I
relative energy (zero: lowest compared OMol25 entry of this formula, charge and spin): 5.2 kcal per mole
HOMO energy: -9.1 eV
M: 236.0 g mol⁻¹
calculated total energy: -18393.3043 eV
F_max: 4.8 eV/A
orbital gap: 0.3258 Eh

Record 3
Computed, not measured: a molecular structure, C5H5INS in a non-equilibrium geometry, with ωB97M-V/def2-TZVPD.

XYZ file:
```
13
Properties=species:S:1:pos:R:3:lowdin_charge:R:1
C -0.95 -2.09 -1.22 0.1025
C -0.95 -1.07 -0.37 -0.1523
C -0.64 0.24 0.56 -0.3372
N 0.60 -0.20 1.32 0.0192
C 1.72 0.15 0.66 -0.2310
S 1.36 1.04 -0.92 0.8900
C -0.42 1.48 -0.47 -0.8919
I -1.54 1.41 -2.34 0.9102
H -0.62 -3.05 -1.79 0.0910
H -1.47 0.36 1.36 0.1721
H 0.63 -0.73 2.22 0.1918
H 2.82 -0.07 0.96 0.1497
H -0.52 2.51 0.04 0.0860
```

## Properties
HOMO energy: -13.2 eV
M: 238.1 g mol⁻¹
calculated total energy: -25680.1064 eV
F_max: 7.5 eV/A
orbital gap: 0.2934 Eh
total charge: +1

Record 4
Computed, not measured: C5H5IO3 in the gas phase in a non-equilibrium geometry, with ωB97M-V/def2-TZVPD.

XYZ file:
```
14
Properties=species:S:1:pos:R:3:lowdin_charge:R:1
C -0.16 0.35 -0.12 -0.0479
C -2.29 1.43 -0.21 -0.5264
C -1.87 -0.30 1.37 -0.5109
C 1.85 -1.13 -0.51 -0.0880
C 1.09 0.15 -0.84 -0.2080
O -2.20 -1.07 2.21 0.2030
O -0.55 -0.48 0.77 0.1065
O -2.54 0.70 0.89 -0.1206
I -1.98 3.46 0.29 0.6882
H 1.20 -2.00 -0.67 0.0796
H 2.17 -1.13 0.52 0.0803
H 2.72 -1.23 -1.15 0.0760
H 0.84 0.21 -1.91 0.1343
H 1.71 1.04 -0.65 0.1340
```

## Properties
relative energy (zero: lowest compared OMol25 entry of this formula, charge and spin): 85.8 kcal per mole
HOMO energy (alpha / beta): -8.2 / -8.2 eV
M: 240.0 g mol⁻¹
calculated total energy: -19503.6284 eV
F_max: 3.5 eV/A
orbital gap (alpha / beta): 0.2867 / 0.2868 Eh

Record 5
Computed, not measured: C5H5N in the gas phase in a non-equilibrium geometry, with ωB97M-V/def2-TZVPD.

XYZ file:
```
11
Properties=species:S:1:pos:R:3:lowdin_charge:R:1
C -0.19 1.16 0.02 -0.0883
C -1.26 0.29 0.22 -0.0760
C -0.97 -1.06 -0.01 -0.1666
N 0.25 -1.55 0.14 0.0586
C 1.27 -0.70 0.15 -0.1608
C 1.08 0.64 -0.18 -0.0866
H -0.36 2.23 -0.03 0.1061
H -2.26 0.63 0.48 0.1017
H -1.68 -1.72 -0.49 0.1066
H 2.25 -1.12 0.38 0.1060
H 1.88 1.21 -0.65 0.0993
```

## Properties
SMILES: c1ccncc1
relative energy (zero: lowest compared OMol25 entry of this formula, charge and spin): 16.6 kcal per mole
HOMO energy: -9.2 eV
M: 79.1 g mol⁻¹
calculated total energy: -6755.1877 eV
F_max: 1.0 eV/A
orbital gap: 0.3685 Eh

Record 6
Computed, not measured: C5H5N in the gas phase in a non-equilibrium geometry, with ωB97M-V/def2-TZVPD.

XYZ file:
```
11
Properties=species:S:1:pos:R:3:lowdin_charge:R:1
C -1.87 -0.09 -1.04 -0.1565
C -0.55 1.54 0.78 0.0582
C 0.10 -1.70 -0.99 0.0915
C 0.05 0.37 0.36 -0.1671
C -0.49 -0.58 -0.53 -0.3215
N -2.98 0.22 -1.16 0.1465
H -0.14 2.13 1.62 0.0729
H -1.40 1.93 0.41 0.0069
H 1.18 -1.95 -0.79 0.1010
H -0.46 -2.30 -1.57 0.0295
H 1.13 0.12 0.68 0.1385
```

## Properties
SMILES: C=CC(=C)C#N
relative energy (zero: lowest compared OMol25 entry of this formula, charge and spin): 51.8 kcal per mole
HOMO energy: -9.5 eV
M: 79.1 g mol⁻¹
calculated total energy: -6753.6619 eV
F_max: 5.1 eV/A
orbital gap: 0.3418 Eh

Record 7
Computed, not measured: C5H5N in the gas phase, with ωB97M-V/def2-TZVPD.

XYZ file:
```
11
Properties=species:S:1:pos:R:3:lowdin_charge:R:1
C -1.78 -1.05 0.26 -0.1035
C -0.96 -0.50 -0.88 -0.1621
C 0.30 -0.17 -0.70 -0.0555
C 1.48 0.23 -0.41 -0.0196
C 2.31 1.05 0.15 -0.1906
N 3.20 1.69 0.69 0.1299
H -1.14 -1.37 1.09 0.0772
H -2.40 -1.89 -0.06 0.0693
H -2.46 -0.27 0.65 0.0743
H 2.90 2.59 1.05 0.0762
H -1.43 -0.31 -1.84 0.1044
```

## Properties
SMILES: CC=C=C=C=N
relative energy (zero: lowest compared OMol25 entry of this formula, charge and spin): 75.5 kcal per mole
HOMO energy: -8.2 eV
M: 79.1 g mol⁻¹
calculated total energy: -6752.6355 eV
F_max: 0.6 eV/A
orbital gap: 0.3121 Eh

Record 8
Computed, not measured: a molecular structure, C5H5N in a non-equilibrium geometry, with ωB97M-V/def2-TZVPD.

XYZ file:
```
11
Properties=species:S:1:pos:R:3:lowdin_charge:R:1
C -0.13 1.03 0.30 -0.1199
C 0.99 0.04 0.47 -0.0753
C 0.26 0.43 -0.97 -0.1850
N -0.78 -0.62 -1.02 0.0737
C -1.13 -0.18 0.33 -0.2059
C 0.00 -1.09 0.38 -0.1000
H -0.18 2.07 0.60 0.1219
H 2.07 0.06 0.42 0.1144
H 0.89 0.70 -1.80 0.1258
H -2.11 -0.30 0.77 0.1295
H 0.12 -2.15 0.52 0.1208
```

## Properties
relative energy (zero: lowest compared OMol25 entry of this formula, charge and spin): 136.1 kcal per mole
HOMO energy: -7.8 eV
M: 79.1 g mol⁻¹
calculated total energy: -6750.0059 eV
F_max: 3.0 eV/A
orbital gap: 0.3311 Eh

Record 9
Computed, not measured: C5H5N in the gas phase in a non-equilibrium geometry, with ωB97M-V/def2-TZVPD.

XYZ file:
```
11
Properties=species:S:1:pos:R:3:lowdin_charge:R:1
C 2.39 -0.27 0.21 0.1234
C 1.50 0.46 0.59 -0.1110
C 0.25 0.53 -0.23 -0.2553
C -0.89 -0.13 0.53 -0.1970
C -2.07 -0.22 -0.33 -0.2302
N -2.96 -0.27 -1.06 0.1413
H 2.99 -0.94 -0.34 0.0493
H 0.05 1.56 -0.52 0.1142
H 0.42 -0.03 -1.15 0.1147
H -0.60 -1.14 0.85 0.1278
H -1.10 0.45 1.43 0.1229
```

## Properties
SMILES: C#CCCC#N
relative energy (zero: lowest compared OMol25 entry of this formula, charge and spin): 81.8 kcal per mole
HOMO energy: -10.4 eV
M: 79.1 g mol⁻¹
calculated total energy: -6752.3601 eV
F_max: 1.6 eV/A
orbital gap: 0.3862 Eh

Record 10
Computed, not measured: C5H5N in the gas phase in a non-equilibrium geometry, with ωB97M-V/def2-TZVPD.

XYZ file:
```
11
Properties=species:S:1:pos:R:3:lowdin_charge:R:1
C 2.64 -0.05 0.19 0.1119
C 1.49 0.29 0.13 -0.1574
C 0.12 0.54 -0.28 -0.2085
C -0.91 -0.35 0.47 -0.1712
C -2.19 -0.31 -0.23 -0.2370
N -3.18 -0.25 -0.84 0.1400
H 3.64 -0.37 0.04 0.0239
H -0.17 1.59 -0.20 0.1263
H 0.22 0.30 -1.34 0.1233
H -0.57 -1.39 0.55 0.1233
H -1.08 0.00 1.50 0.1255
```

## Properties
SMILES: C#CCCC#N
relative energy (zero: lowest compared OMol25 entry of this formula, charge and spin): 51.3 kcal per mole
HOMO energy: -10.5 eV
M: 79.1 g mol⁻¹
calculated total energy: -6753.6838 eV
F_max: 1.3 eV/A
orbital gap: 0.4109 Eh

Record 11
Computed, not measured: C5H5N in the gas phase in a non-equilibrium geometry, with ωB97M-V/def2-TZVPD.

XYZ file:
```
11
Properties=species:S:1:pos:R:3:lowdin_charge:R:1
C -0.47 -0.27 0.17 -0.3171
C 0.39 -1.41 0.27 -0.0320
C -1.77 -0.09 0.12 -0.0701
C 0.66 0.78 0.04 -0.0822
C 1.63 -0.64 0.09 -0.1898
N -2.93 0.27 0.05 0.2002
H 0.68 1.31 -0.83 0.0331
H 0.87 1.46 0.94 0.1120
H 2.53 -0.70 0.87 0.1321
H 1.97 -0.81 -0.99 0.1145
H -3.56 0.11 -0.73 0.0992
```

## Properties
relative energy (zero: lowest compared OMol25 entry of this formula, charge and spin): 137.0 kcal per mole
HOMO energy: -7.6 eV
M: 79.1 g mol⁻¹
calculated total energy: -6749.9664 eV
F_max: 5.1 eV/A
orbital gap: 0.2688 Eh

Record 12
Computed, not measured: 2 unconnected molecules or ions with the total composition C5H5N in a non-equilibrium geometry, with ωB97M-V/def2-TZVPD.

XYZ file:
```
11
Properties=species:S:1:pos:R:3:lowdin_charge:R:1
C 1.62 -1.22 1.14 -0.0543
C 0.45 -0.51 1.19 0.0212
C -1.75 1.00 -0.52 -0.2852
C 1.62 -0.78 -0.19 -0.0350
C 0.94 0.48 0.19 -0.0972
N -0.77 0.82 -1.23 0.0305
H 2.02 -2.05 1.53 0.0636
H -2.71 1.57 -0.99 0.0863
H -2.11 0.82 0.54 0.0635
H 1.54 -1.20 -1.10 0.0777
H 1.29 1.54 0.25 0.1290
```

## Properties
relative energy (zero: lowest compared OMol25 entry of this formula, charge and spin): 197.2 kcal per mole
HOMO energy (alpha / beta): -8.2 / -7.7 eV
M: 79.1 g mol⁻¹
calculated total energy: -6747.3552 eV
F_max: 5.0 eV/A
orbital gap (alpha / beta): 0.3057 / 0.2823 Eh